[1]
An isolated molecule of C6H12O, computed with wB97M-V/def2-TZVPD.

Each line ends with the natural charge from an NBO analysis.
CARTESIAN COORDINATES (ANGSTROEM)
C (2.00433, 0.32741, -0.51834)  -0.604
C (1.03608, -0.15287, 0.56036)  -0.398
C (-0.39203, -0.32336, 0.10305)  -0.074
C (-0.59557, -1.26826, -1.07820)  -0.607
C (-1.45483, -0.28222, 1.16585)  -0.434
C (-1.32593, 0.88087, 0.25499)  0.078
O (-0.93372, 2.09719, 0.83895)  -0.700
H (1.66551, 1.26955, -0.96013)  0.192
H (2.10778, -0.39976, -1.33118)  0.203
H (3.00071, 0.49081, -0.09325)  0.213
H (1.02755, 0.55883, 1.38840)  0.214
H (1.42699, -1.08551, 0.97737)  0.199
H (-0.08024, -0.90648, -1.97690)  0.208
H (-0.20581, -2.28114, -0.86933)  0.213
H (-1.65909, -1.38150, -1.31765)  0.211
H (-1.03112, -0.08616, 2.14127)  0.226
H (-2.30039, -0.96128, 1.14690)  0.218
H (-1.91877, 0.94072, -0.64367)  0.171
H (-0.37144, 2.56317, 0.21149)  0.469

Its spin multiplicity is 1. As for the SMILES: CC[C@@]1(C)C[C@H]1O. As for the energy above the lowest of the compared OMol25 structures with the same formula, charge and spin: 28.0 kcal/mol.

---

[2]
A 2-piece molecular cluster, CHO3PS overall, computed with wB97M-V/def2-TZVPD.

Each line ends with the natural charge from an NBO analysis.
CARTESIAN COORDINATES (ANGSTROEM)
C (2.87815, 0.21001, 0.01857)  -0.634
O (-2.04503, 0.85532, 0.42972)  -1.129
O (-1.83974, -1.70236, 0.26856)  -1.126
O (-2.90438, -0.31926, -1.69007)  -1.149
P (-2.17985, -0.37682, -0.35614)  2.404
S (3.97043, 0.16666, 1.31249)  -0.441
H (2.12042, 1.16645, 0.01687)  0.076

Its net charge is -2. Its spin multiplicity is 1. As for the energy above the lowest of the compared OMol25 structures with the same formula, charge and spin: 4.9 kcal/mol.